# 1
Molecular formula: C12H24Br4ClI2OP
Method: DFT, wB97M-V/def2-TZVPD

Last column: Löwdin charge in e.
CARTESIAN COORDINATES (ANGSTROEM)
C (-4.40, -0.64, 0.48)  -0.074
C (-3.38, -1.40, 0.68)  -0.477
P (-1.97, -1.52, -0.48)  0.390
Cl (-1.50, 0.54, -0.03)  0.336
I (-2.70, -3.96, -0.88)  0.475
C (-2.33, -1.21, -2.30)  -0.419
O (-2.27, 0.15, -2.64)  -0.272
C (-1.75, 0.41, -3.94)  -0.261
C (-0.59, 1.41, -3.79)  -0.063
C (-0.35, -2.15, 0.20)  -0.478
C (0.89, -1.27, -0.06)  -0.810
C (2.08, -2.25, -0.35)  -0.174
I (1.48, -0.19, 1.73)  0.869
H (-4.58, -0.18, -0.48)  0.068
H (-5.10, -0.51, 1.29)  0.060
H (-3.30, -1.99, 1.58)  0.071
H (-3.37, -1.53, -2.43)  0.071
H (-1.69, -1.85, -2.90)  0.078
H (-2.49, 0.87, -4.60)  0.116
H (-1.37, -0.48, -4.45)  0.113
H (0.30, 0.88, -3.43)  0.068
H (-0.88, 2.13, -3.03)  0.072
H (-0.41, 1.89, -4.74)  0.074
H (-0.47, -2.32, 1.27)  0.075
H (-0.18, -3.11, -0.28)  -0.006
H (0.83, -0.62, -0.92)  0.048
H (3.01, -1.87, 0.05)  0.028
H (2.15, -2.47, -1.41)  0.084
H (1.88, -3.16, 0.21)  0.073
Br (-3.55, 1.10, 3.97)  0.609
C (-1.71, 1.61, 3.57)  -0.723
C (-0.94, 1.92, 4.82)  -0.702
Br (-1.42, 3.66, 5.56)  0.603
H (-1.76, 2.45, 2.88)  0.051
H (-1.28, 0.75, 3.06)  -0.016
H (0.13, 1.99, 4.61)  0.049
H (-1.10, 1.19, 5.61)  0.051
Br (5.41, 0.57, -1.85)  0.593
C (4.88, 1.53, -0.24)  -0.703
C (6.03, 1.69, 0.71)  -0.696
Br (6.44, 0.03, 1.64)  0.595
H (4.05, 0.98, 0.19)  -0.014
H (4.53, 2.50, -0.59)  0.060
H (5.78, 2.40, 1.50)  0.058
H (6.95, 2.00, 0.22)  0.050

Summary:
LUMO = 0.0293 eV
HOMO level = -0.3318 Eh
SMILES = C=CP(Cl)(I)(COCC)C[C@H](C)I.BrCCBr.BrCCBr
HOMO-LUMO gap = 9.06 eV
Total energy = -333062.7472 eV

---

# 2
Molecular formula: C12H24Cl4O4
Method: DFT, wB97M-V/def2-TZVPD

Last column: Löwdin charge in e.
CARTESIAN COORDINATES (ANGSTROEM)
C (3.15, 2.24, 2.46)  -0.081
C (4.07, 2.30, 1.28)  -0.207
O (3.73, 1.24, 0.35)  -0.037
C (4.51, 1.04, -0.73)  -0.558
C (3.92, -0.04, -1.59)  0.014
O (5.48, 1.66, -1.03)  0.119
H (2.08, 2.37, 2.28)  0.064
H (3.37, 3.06, 3.12)  0.071
H (3.16, 1.35, 3.09)  0.079
H (4.01, 3.25, 0.71)  0.138
H (5.09, 2.20, 1.69)  0.128
H (2.84, 0.13, -1.61)  0.051
H (4.10, -1.09, -1.35)  0.086
H (4.36, 0.05, -2.60)  0.091
C (-2.23, 2.74, -2.78)  -0.081
C (-3.67, 2.25, -2.59)  -0.227
O (-3.62, 0.90, -2.10)  -0.043
C (-4.81, 0.21, -2.04)  -0.517
C (-4.64, -1.12, -1.36)  0.015
O (-5.89, 0.62, -2.37)  0.118
H (-2.18, 3.79, -3.06)  0.080
H (-1.68, 2.26, -3.58)  0.072
H (-1.65, 2.54, -1.88)  0.009
H (-4.19, 2.87, -1.83)  0.129
H (-4.29, 2.32, -3.52)  0.134
H (-5.63, -1.58, -1.38)  0.088
H (-4.33, -1.05, -0.34)  0.061
H (-3.90, -1.80, -1.81)  0.094
Cl (0.20, 1.14, -0.60)  0.594
C (-0.20, 0.29, 0.96)  -0.584
C (-1.62, -0.25, 0.69)  -0.672
Cl (-2.17, -1.09, 2.17)  0.564
H (-0.17, 0.99, 1.77)  0.061
H (0.53, -0.50, 1.09)  0.048
H (-1.63, -0.93, -0.14)  0.060
H (-2.25, 0.61, 0.51)  0.056
Cl (2.01, -4.31, 0.55)  0.522
C (1.10, -4.98, 1.94)  -0.658
C (0.27, -3.98, 2.67)  -0.669
Cl (1.18, -2.61, 3.40)  0.515
H (1.82, -5.44, 2.62)  0.068
H (0.41, -5.77, 1.57)  0.086
H (-0.34, -4.44, 3.45)  0.080
H (-0.37, -3.45, 1.92)  0.038

Summary:
LUMO = 0.4954 eV
HOMO level = -0.3773 Eh
SMILES = CCOC(C)=O.CCOC(C)=O.ClCCCl.ClCCCl
HOMO-LUMO gap = 10.76 eV
Total energy = -71113.5914 eV

---

# 3
Molecular formula: C12H24CoI2O10
Method: DFT, wB97M-V/def2-TZVPD

Last column: Löwdin charge in e.
CARTESIAN COORDINATES (ANGSTROEM)
Co (0.32, -0.03, -0.09)  0.211
I (-0.84, 2.01, -1.68)  0.021
I (1.63, -2.10, 1.22)  0.047
C (3.71, 1.08, 2.65)  -0.047
O (2.60, 1.91, 2.91)  -0.004
C (1.53, 2.09, 2.13)  -0.497
O (1.26, 1.46, 1.12)  -0.002
O (0.74, 3.03, 2.73)  -0.008
C (-0.51, 3.40, 2.11)  -0.051
H (3.35, 0.07, 2.47)  0.014
H (4.32, 1.01, 3.55)  0.089
H (4.32, 1.39, 1.80)  0.102
H (-0.89, 4.28, 2.63)  0.092
H (-1.23, 2.63, 1.85)  0.068
H (-0.28, 3.75, 1.10)  0.056
C (-3.98, 0.59, 0.19)  -0.040
O (-3.59, -0.13, 1.36)  -0.005
C (-2.33, -0.22, 1.80)  -0.465
O (-1.31, 0.12, 1.15)  -0.058
O (-2.41, -0.68, 3.07)  0.004
C (-1.29, -0.64, 3.92)  -0.050
H (-5.05, 0.75, 0.10)  0.091
H (-3.52, 0.11, -0.67)  0.073
H (-3.66, 1.62, 0.36)  0.076
H (-1.16, 0.40, 4.21)  0.095
H (-0.35, -0.94, 3.46)  0.038
H (-1.46, -1.23, 4.82)  0.096
C (-1.77, -1.35, -3.77)  -0.029
O (-2.26, -2.17, -2.72)  -0.008
C (-1.64, -2.21, -1.57)  -0.504
O (-0.74, -1.45, -1.18)  -0.046
O (-2.04, -3.29, -0.81)  -0.003
C (-3.16, -4.08, -1.22)  -0.057
H (-0.68, -1.24, -3.78)  0.108
H (-2.23, -0.37, -3.67)  0.065
H (-2.10, -1.80, -4.70)  0.092
H (-2.90, -4.62, -2.13)  0.091
H (-4.08, -3.52, -1.38)  0.092
H (-3.37, -4.83, -0.46)  0.092
C (3.27, 1.50, -3.02)  -0.096
C (3.17, 0.38, -1.93)  -0.574
O (2.10, 0.12, -1.31)  -0.297
C (4.44, -0.40, -1.68)  -0.110
H (4.31, 1.82, -3.15)  0.042
H (2.63, 2.37, -2.87)  0.036
H (2.86, 1.10, -3.94)  0.036
H (4.37, -1.03, -0.80)  0.044
H (5.24, 0.34, -1.65)  0.043
H (4.68, -1.02, -2.55)  0.038

Summary:
LUMO (alpha / beta) = 2.3672 / 2.3594 eV
Net charge = -1
HOMO level (alpha / beta) = 0.0003 / -0.1395 Eh
HOMO-LUMO gap (alpha / beta) = 2.36 / 6.15 eV
Total energy = -87137.2373 eV
2S+1 = 5
Expectation value of S² = 6.01

---

# 4
Molecular formula: C12H24CoN4O5
Method: DFT, wB97M-V/def2-TZVPD

Last column: Löwdin charge in e.
CARTESIAN COORDINATES (ANGSTROEM)
Co (-0.31, -0.08, 0.15)  0.813
O (-2.45, -0.65, 0.92)  -0.093
C (-2.69, 0.15, 2.07)  -0.208
C (-2.32, 1.62, 1.84)  -0.141
N (-0.94, 1.81, 1.36)  -0.216
C (-0.90, 2.90, 0.40)  -0.089
C (-1.48, 2.38, -0.96)  -0.664
O (-1.72, 3.18, -1.85)  0.039
O (-1.65, 1.12, -1.01)  -0.125
C (0.02, 1.90, 2.45)  -0.081
C (0.54, 0.48, 2.86)  -0.663
O (1.30, 0.40, 3.81)  0.031
O (0.14, -0.47, 2.13)  -0.117
H (-2.85, -0.19, 0.17)  0.089
H (-2.10, -0.29, 2.88)  0.118
H (-3.76, 0.10, 2.33)  0.127
H (-2.49, 2.18, 2.77)  0.134
H (-3.00, 2.01, 1.07)  0.129
H (0.13, 3.21, 0.22)  0.123
H (-1.48, 3.78, 0.72)  0.132
H (-0.39, 2.39, 3.34)  0.127
H (0.89, 2.47, 2.12)  0.124
C (-0.17, -0.51, -2.86)  -0.189
C (-0.37, -1.95, -2.33)  -0.168
N (-0.06, -2.06, -0.90)  -0.083
C (1.21, -2.73, -0.62)  -0.174
C (2.02, -1.99, 0.46)  -0.183
N (1.99, -0.55, 0.26)  -0.106
C (2.84, -0.01, -0.79)  -0.173
C (2.13, -0.05, -2.16)  -0.176
N (0.72, 0.25, -2.00)  -0.099
H (-1.13, 0.00, -2.85)  0.104
H (0.18, -0.54, -3.90)  0.122
H (0.26, -2.64, -2.90)  0.110
H (-1.41, -2.24, -2.51)  0.122
H (-0.81, -2.53, -0.40)  0.127
H (1.81, -2.77, -1.53)  0.102
H (1.05, -3.76, -0.29)  0.127
H (3.04, -2.39, 0.48)  0.125
H (1.55, -2.17, 1.43)  0.113
H (2.25, -0.12, 1.15)  0.112
H (3.80, -0.54, -0.86)  0.121
H (3.05, 1.04, -0.53)  0.122
H (2.24, -1.04, -2.60)  0.104
H (2.63, 0.67, -2.84)  0.126
H (0.55, 1.24, -2.14)  0.120

Summary:
LUMO (alpha / beta) = 0.4543 / 0.4543 eV
HOMO level (alpha / beta) = -0.3140 / -0.3216 Eh
HOMO-LUMO gap (alpha / beta) = 9.00 / 9.20 eV
Total energy = -66659.9140 eV
2S+1 = 4
Expectation value of S² = 3.76